# 1
Formula: C2H3NS3
Source: the OMol25 dataset
Level of theory: wB97M-V/def2-TZVPD

HOMO-LUMO gap ... 7.55 eV
SMILES ... S=C(S)/C=N/S
Lowest unoccupied orbital energy ... -1.52 eV
Calculated total energy ... -36116.544 eV
Relative energy (zero: lowest compared OMol25 entry of this formula, charge and spin) ... 1.582 eV
HOMO level ... -9.0652 eV

Last column: Mulliken charge in e.
Geometry (Å):
1 C 0.303 0.198 -0.491  0.087
2 C -0.735 -0.559 -1.187  0.081
3 H 1.092 1.107 2.675  0.191
4 H 1.122 0.670 -1.172  0.301
5 H -1.087 -1.078 1.018  0.232
6 N 0.383 0.300 0.805  -0.406
7 S 1.708 1.165 1.367  -0.109
8 S -1.846 -1.378 -0.123  -0.170
9 S -0.941 -0.426 -2.893  -0.207


# 2
Formula: C21H22N4O3S2
Source: the OMol25 dataset
Level of theory: wB97M-V/def2-TZVPD

HOMO-LUMO gap ... 8.21 eV
SMILES ... Cc1ccccc1-n1nc2c(c1NC(=O)c1ccc(S(=O)(=O)N(C)C)cc1)CSC2
Lowest unoccupied orbital energy ... -0.24 eV
Calculated total energy ... -55907.310 eV
Relative energy (zero: lowest compared OMol25 entry of this formula, charge and spin) ... 0.832 eV
HOMO level ... -8.4445 eV

Last column: Mulliken charge in e.
Geometry (Å):
1 C 4.629 2.435 -1.511  -1.368
2 C 3.622 2.821 -0.477  0.763
3 C 3.225 4.143 -0.325  -0.782
4 C 2.285 4.514 0.620  -0.620
5 C 1.726 3.559 1.452  -0.831
6 C 2.111 2.237 1.329  -0.123
7 C 3.044 1.865 0.365  0.233
8 N 3.398 0.506 0.252  0.914
9 C 2.537 -0.559 0.214  -0.335
10 C 3.318 -1.691 0.131  0.596
11 C 4.638 -1.206 0.135  -0.138
12 N 4.681 0.107 0.195  -1.161
13 C 5.725 -2.204 0.054  -0.462
14 H 6.362 -2.065 -0.819  0.301
15 H 6.344 -2.220 0.952  0.292
16 S 4.854 -3.820 -0.096  -0.215
17 C 3.137 -3.153 0.022  -0.426
18 H 2.643 -3.584 0.892  0.312
19 H 2.595 -3.449 -0.877  0.345
20 N 1.163 -0.371 0.192  -0.114
21 C 0.254 -1.266 0.683  0.132
22 O 0.566 -2.314 1.203  -0.621
23 C -1.166 -0.824 0.541  0.476
24 C -1.607 -0.027 -0.513  -0.539
25 C -2.942 0.331 -0.593  -0.675
26 C -3.823 -0.098 0.381  0.222
27 C -3.403 -0.895 1.430  -0.712
28 C -2.072 -1.264 1.505  -0.546
29 H -1.711 -1.893 2.304  0.467
30 H -4.118 -1.198 2.177  0.500
31 S -5.567 0.306 0.220  1.215
32 O -6.163 0.297 1.520  -0.705
33 O -5.687 1.476 -0.598  -0.708
34 N -6.211 -0.972 -0.638  0.028
35 C -5.785 -1.058 -2.011  -0.873
36 H -5.750 -0.044 -2.402  0.313
37 H -6.514 -1.637 -2.579  0.336
38 H -4.798 -1.529 -2.113  0.312
39 C -6.272 -2.220 0.080  -0.877
40 H -5.310 -2.749 0.077  0.327
41 H -6.563 -1.991 1.102  0.310
42 H -7.030 -2.859 -0.374  0.331
43 H -3.312 0.954 -1.392  0.505
44 H -0.925 0.292 -1.288  0.501
45 H 0.851 0.557 -0.061  0.369
46 H 1.708 1.491 1.999  0.570
47 H 1.001 3.840 2.200  0.412
48 H 1.993 5.549 0.712  0.395
49 H 3.660 4.895 -0.967  0.354
50 H 4.250 1.625 -2.134  0.288
51 H 4.874 3.283 -2.144  0.414
52 H 5.535 2.073 -1.028  0.302